Molecular formula: C3LiS5
Method: DFT, ωB97M-V with the def2-TZVPD basis set

Element x y z (Å)
Li1 -0.0261 -0.2175 0.0000
S1 1.1800 6.5555 0.0000
C1 0.8843 4.9272 0.0000
S2 0.7121 3.9757 -1.4263
C2 0.4329 2.4017 -0.6783
C3 0.4329 2.4017 0.6783
S3 0.1995 1.0891 1.7944
S4 0.7121 3.9757 1.4263
S5 0.1995 1.0891 -1.7944

Force components x, y, z for each atom (eV/Å):
Li -0.007 -0.027 0.000
S 0.040 0.242 0.000
C -0.064 -0.357 0.000
S 0.001 -0.027 0.333
C 0.068 0.402 0.106
C 0.068 0.402 -0.106
S -0.053 -0.304 0.218
S 0.001 -0.027 -0.333
S -0.053 -0.304 -0.218

Properties
* net charge: -1
* max |F|: 0.4 eV/A
* HOMO: -3.3 eV
* total energy: -57495.882 eV

=====

Molecular formula: C3O2
Method: DFT, ωB97M-V with the def2-TZVPD basis set

Element x y z (Å)
C1 0.3625 0.0876 -0.0701
C2 1.8167 -0.0835 -0.2907
C3 -0.8295 -0.2019 0.0773
O1 -2.7200 -0.8703 0.6680
O2 1.3703 1.0681 -0.3845

Force components x, y, z for each atom (eV/Å):
C 1.447 0.433 -0.284
C 0.986 -1.069 0.029
C -4.200 -1.224 1.012
O 2.090 0.745 -0.669
O -0.323 1.114 -0.088

Properties
* max |F|: 4.5 eV/A
* HOMO (spin up / spin down): -10.7 / -10.7 eV
* total energy: -7192.763 eV